{"formula": "C7H8", "method": "ωB97M-V/def2-TZVPD", "species": ["C", "C", "C", "C", "C", "C", "C", "H", "H", "H", "H", "H", "H", "H", "H"], "coordinates": [[-0.5433, 0.0210, -1.5263], [0.1193, 0.2241, -0.1876], [1.3525, -0.4368, 0.2561], [0.0508, -1.0270, 0.8275], [-0.3108, -2.3694, 0.4706], [-0.1272, 1.5296, 0.4227], [-0.2519, 2.6475, 0.8607], [-0.2033, 0.7732, -2.2431], [-0.3252, -0.9869, -1.8826], [-1.6289, 0.1237, -1.4067], [-0.4149, -0.5167, 1.6525], [1.8416, -1.0676, -0.4815], [2.0078, 0.0880, 0.9447], [-1.2131, -2.6465, 1.0527], [-0.3534, 3.6440, 1.2403]], "mulliken_charge": [-1.499, 1.124, -0.763, -0.154, -0.801, -0.930, 0.223, 0.368, 0.416, 0.316, 0.460, 0.300, 0.309, 0.182, 0.447]}

=====

{"formula": "C7H8", "method": "ωB97M-V/def2-TZVPD", "species": ["C", "C", "C", "C", "C", "C", "C", "H", "H", "H", "H", "H", "H", "H", "H"], "coordinates": [[2.1657, -0.3713, -0.2054], [3.2596, -0.1039, 0.4258], [0.8668, 0.2695, 0.3755], [-0.0485, -0.2794, -0.4114], [1.3361, -1.1528, -1.1724], [0.6941, 1.1237, 1.5561], [-1.5035, -0.3679, -0.5519], [1.5970, -1.0943, -2.2773], [1.1905, -2.1953, -0.8965], [0.3604, 0.4722, 2.4229], [-0.1938, 1.8664, 1.3691], [1.6413, 1.6212, 1.6853], [-1.9445, 0.5448, -0.8312], [-1.9318, -0.7649, 0.3557], [-1.7505, -1.1883, -1.3826]], "mulliken_charge": [0.249, -0.573, 0.351, 0.318, -0.445, -1.145, -1.093, 0.281, 0.230, 0.236, 0.267, 0.430, 0.316, 0.321, 0.258]}

=====

{"formula": "C7H8", "method": "ωB97M-V/def2-TZVPD", "species": ["C", "C", "C", "C", "C", "C", "C", "H", "H", "H", "H", "H", "H", "H", "H"], "coordinates": [[-0.9860, 1.2774, 0.2644], [0.1036, 0.2848, -0.1026], [-0.0039, -0.5733, -1.2742], [-0.2196, -1.3210, 0.0600], [-1.5738, -1.6795, 0.3394], [1.4421, 0.6720, 0.3413], [2.5344, 1.0241, 0.7143], [-0.8081, 2.2437, -0.2212], [-1.9525, 0.8804, -0.0444], [-1.0033, 1.4437, 1.3462], [0.6557, -1.8403, 0.4478], [-0.9018, -0.4660, -1.8697], [0.8969, -0.8550, -1.8017], [-1.5756, -2.5302, 1.0635], [3.5073, 1.3144, 1.0572]], "mulliken_charge": [-1.522, 1.110, -0.819, -0.026, -0.905, -0.912, 0.213, 0.362, 0.449, 0.328, 0.445, 0.336, 0.310, 0.183, 0.448]}

=====

Q: Which ΔE to the lowest compared entry with this formula, charge and spin values were calculated for the entries above? A: 6.712 6.572 6.301, in eV.
Q: Which HOMO-LUMO gap values were calculated for the entries above? A: 7.87 8.72 8.09, in eV.